Record 1
Computed, not measured: a gas-phase ion, C5H12N3 (charge +1) at a distorted geometry, with ωB97M-V/def2-TZVPD.

E_LUMO, eV: -5.009
Charge: +1
E, eV: -9838.5824

Cartesian coordinates (Å):
C  1.9247  1.6673  -1.4488
C  -0.0012  -2.0896  -0.3534
C  -1.0701  -1.4779  0.6084
C  -1.2266  0.0495  0.6982
C  -0.1210  0.8880  1.4422
N  0.9084  1.4270  -0.5587
N  0.9330  1.5235  0.6929
N  2.1939  2.6704  -2.1772
H  1.0457  -1.7199  -0.1714
H  0.0352  -3.1435  -0.0717
H  -0.0661  -1.7667  -1.4042
H  -2.0912  -1.9273  0.2536
H  -0.7884  -1.9468  1.5780
H  -1.3413  0.4616  -0.3070
H  -2.1851  0.1606  1.1155
H  0.5175  0.2368  2.0337
H  -0.6342  1.5068  2.2190
H  0.1787  0.8343  -1.0575
H  2.8773  2.5540  -2.8561
H  2.0027  3.7036  -1.9735

Record 2
Computed, not measured: a single C4H9NO molecule, with ωB97M-V/def2-TZVPD.

E_LUMO, eV: 1.067
Charge: 0
E, eV: -7829.7778

Cartesian coordinates (Å):
C  1.3614  -0.7710  -1.0886
C  1.3853  0.6166  -0.4518
N  0.0952  1.3073  -0.5226
C  -1.0383  1.0244  0.1202
O  -0.7946  -0.0070  0.9544
C  -1.9980  -0.5523  1.4795
H  2.3683  -1.2021  -1.0934
H  1.0033  -0.7202  -2.1223
H  0.7011  -1.4367  -0.5277
H  1.6854  0.5467  0.5979
H  2.1169  1.2529  -0.9604
H  0.0043  2.0425  -1.2064
H  -2.6163  -0.9188  0.6550
H  -2.5588  0.2018  2.0392
H  -1.7150  -1.3842  2.1270

Record 3
Computed, not measured: a molecular structure, C2H6N3O2 at a distorted geometry, with ωB97M-V/def2-TZVPD.

E_LUMO (alpha / beta), eV: 4.388 / 4.388
Charge: -1
E, eV: -10731.8842

Cartesian coordinates (Å):
C  -0.6860  1.1320  0.2249
C  0.0312  -1.0570  -0.5080
N  -2.1778  -0.7777  0.1482
N  1.3542  -0.8168  0.8718
N  -1.0231  -0.2425  -0.1025
O  2.2938  -0.0198  0.4384
O  -3.0705  -0.0304  0.6429
H  -0.4745  1.6979  -0.6843
H  -1.5396  1.5548  0.7511
H  0.2055  1.1098  0.8489
H  -0.2589  -2.0972  -0.5861
H  0.5757  -0.6710  -1.3604
H  1.7063  -1.8070  0.8273

Record 4
Computed, not measured: a single C6H8 molecule at a distorted geometry, with ωB97M-V/def2-TZVPD.

Structure (SMILES): C#CC(=C)CC
E_LUMO, eV: 0.561
Charge: 0
E, eV: -6346.9404

Cartesian coordinates (Å):
C  1.4131  0.7353  1.9148
C  1.2259  0.2385  0.7449
C  0.6480  -0.3667  -0.4042
C  1.3882  -1.1054  -1.3030
C  -0.8113  -0.4641  -0.4515
C  -1.4740  0.8503  0.2609
H  1.4436  1.3032  2.8963
H  2.5100  -1.0506  -1.3616
H  0.7295  -1.5693  -2.0148
H  -1.1484  -1.5342  0.0867
H  -1.1850  -0.5039  -1.6506
H  -0.9767  1.7440  -0.3556
H  -1.2123  0.9134  1.5190
H  -2.5507  0.8095  0.1186

Look up the charge of the first one.
+1

What is the charge in the third record?
-1